*i*
Formula: CHF3N2O
Source: the OMol25 dataset
Level of theory: wB97M-V/def2-TZVPD

Geometry as XYZ:
```
8
Properties=species:S:1:pos:R:3:nbo_charge:R:1
O 1.3368 -1.5805 0.3162 -0.459
C 1.2760 -0.4243 -0.0219 0.518
N 0.0577 0.2522 -0.1059 0.026
F 0.2971 1.7647 0.0991 -0.296
N -1.0892 -0.2386 -0.1672 0.450
F -2.1034 0.1942 -1.0663 -0.166
F -1.8268 -0.3102 1.1339 -0.246
H 2.0517 0.3426 -0.1879 0.173
```

SMILES: O=CN(F)N(F)F
Highest occupied orbital energy (eV): -12.08
HOMO-LUMO gap (eV): 11.156

=====

*ii*
Formula: CHF3N2O
Source: the OMol25 dataset
Level of theory: wB97M-V/def2-TZVPD

Geometry as XYZ:
```
8
Properties=species:S:1:pos:R:3:nbo_charge:R:1
C 0.1116 -0.4108 -0.0319 0.357
N 1.0051 0.4799 0.2235 0.015
N 3.7671 0.4365 0.0481 0.426
O 0.2660 -1.5855 -0.2110 -0.425
F 0.8291 1.7380 0.7494 -0.173
F 3.7399 -0.2764 -1.1378 -0.225
F 3.8986 -0.3501 1.1029 -0.182
H -0.8451 -0.0357 -0.1473 0.206
```

Highest occupied orbital energy (spin up / spin down) (eV): -10.44 / -10.92
HOMO-LUMO gap (spin up / spin down) (eV): 6.671 / 10.111

=====

What should be chosen as the most stable of them? Choose *i*.

=====

*i*
Formula: C5H13NO2
Source: the OMol25 dataset
Level of theory: wB97M-V/def2-TZVPD

Geometry as XYZ:
```
21
Properties=species:S:1:pos:R:3:nbo_charge:R:1
C -0.7893 0.2427 2.1074 0.005
O -1.6676 -0.7938 2.2222 -0.696
C 0.0714 0.0177 0.7893 -0.587
C -0.1697 1.0202 -0.1612 0.192
C -0.7480 0.7580 -1.4203 -0.334
C -0.8781 1.6946 -2.3626 -0.156
N 1.9899 -0.8530 -1.9552 -1.097
H -1.4022 1.1585 2.0434 0.159
H -0.1186 0.3333 2.9430 0.224
H 0.5735 -2.8965 2.6270 0.439
H -0.2055 -0.9472 0.3807 0.273
H 1.4949 -0.3387 -1.2612 0.361
H 0.0665 2.0307 0.1595 0.205
H -1.3650 -0.1227 -1.5215 0.243
H -0.4645 2.6687 -2.1393 0.198
H -1.3140 1.5072 -3.3206 0.217
H 1.1215 -0.1421 1.0923 0.359
H 2.9082 -0.6324 -2.2904 0.380
H 1.4069 -1.1628 -2.7112 0.361
H -1.0025 -1.5928 2.2984 0.517
O 0.4923 -1.9497 2.4805 -1.263
```

Highest occupied orbital energy (eV): -7.44
HOMO-LUMO gap (eV): 4.530

=====

*ii*
Formula: C5H13NO2
Source: the OMol25 dataset
Level of theory: wB97M-V/def2-TZVPD

Geometry as XYZ:
```
21
Properties=species:S:1:pos:R:3:nbo_charge:R:1
C -2.1658 1.1170 1.4021 -0.375
C -1.1410 1.2527 0.6035 -0.221
C -0.9311 0.1255 -0.4021 0.143
C -2.0515 -0.0669 -1.0584 -0.510
N 0.3550 -0.3579 -0.5264 -0.648
C 0.4741 -1.7341 -1.1968 -0.437
H -3.1194 0.4198 1.3128 0.221
H -2.1493 1.8400 2.1473 0.189
H -0.3371 1.9550 0.6838 0.192
H -2.1246 -0.6859 -1.9967 0.194
H -2.9643 0.4060 -0.7579 0.204
H 0.8689 -0.5131 0.3901 0.427
H 0.3675 -1.6379 -2.3056 0.192
H 1.5420 -2.0094 -1.1825 0.207
H -0.1739 -2.6058 -1.0282 0.202
O 2.4312 -1.0433 1.2308 -0.952
H 3.3020 -0.8098 0.7317 0.495
H 2.3902 -0.5496 2.0314 0.484
O 1.9989 1.5791 0.2735 -0.972
H 1.0216 1.4453 0.1942 0.483
H 2.4066 1.8732 -0.5466 0.479
```

SMILES: C=CC(=C)NC.O.O
Highest occupied orbital energy (eV): -7.98
HOMO-LUMO gap (eV): 8.613

=====

*iii*
Formula: C5H13NO2
Source: the OMol25 dataset
Level of theory: wB97M-V/def2-TZVPD

Geometry as XYZ:
```
21
Properties=species:S:1:pos:R:3:nbo_charge:R:1
C -1.3175 -0.1652 1.8452 -0.641
C -1.3606 0.7928 0.6656 0.100
O -2.3688 0.3482 -0.2414 -0.737
C -0.0351 0.9946 -0.0862 -0.456
C 0.6868 -0.2633 -0.6121 0.386
C 1.6095 0.1015 -1.7789 -0.632
N 1.4857 -0.9340 0.3891 -0.862
O -0.2519 -1.2099 -1.0690 -0.748
H -0.4954 0.0692 2.5272 0.198
H -2.2561 -0.1043 2.4077 0.224
H -1.2386 -1.2068 1.5175 0.207
H -1.6860 1.7725 1.0345 0.179
H -1.9841 -0.4166 -0.7209 0.489
H -0.2721 1.6283 -0.9532 0.223
H 0.6540 1.5808 0.5357 0.209
H 2.1718 -0.7730 -2.1294 0.216
H 2.3256 0.8837 -1.5047 0.208
H 1.0259 0.4470 -2.6403 0.220
H 0.8911 -1.2428 1.1533 0.368
H 2.1448 -0.2728 0.7983 0.361
H 0.2711 -2.0299 -1.1382 0.488
```

SMILES: C[C@H](O)C[C@@](C)(N)O
Highest occupied orbital energy (eV): -9.76
HOMO-LUMO gap (eV): 10.555

=====

*iv*
Formula: C5H13NO2
Source: the OMol25 dataset
Level of theory: wB97M-V/def2-TZVPD

Geometry as XYZ:
```
21
Properties=species:S:1:pos:R:3:nbo_charge:R:1
C 1.0360 -1.3234 -2.0536 -0.430
N -0.4039 -0.9357 -2.0095 -0.615
C -0.6381 0.0390 -0.8888 -0.239
C -1.3771 -0.5363 0.3157 -0.415
C -0.4206 -0.6801 1.5313 -0.515
C -0.0118 0.6158 2.1541 0.426
O 1.1461 0.8109 2.4714 -0.545
H 1.1578 -1.7399 -3.0637 0.197
H 1.6821 -0.4568 -1.9948 0.195
H 1.3726 -2.1366 -1.4001 0.172
H -0.9014 -1.8061 -1.8653 0.350
H -1.2682 0.7812 -1.3911 0.206
H 0.2909 0.4917 -0.5351 0.188
H -2.2648 0.0254 0.5730 0.212
H -1.8605 -1.5279 0.2257 0.214
H 0.4488 -1.2220 1.1483 0.230
H -0.9451 -1.3141 2.2619 0.238
H -0.6711 1.5115 2.1964 0.136
O 0.9953 3.4445 0.8412 -0.952
H 1.1071 2.6798 1.4211 0.480
H 1.5259 3.2793 0.0617 0.468
```

SMILES: CNCCCC=O.O
Highest occupied orbital energy (eV): -9.07
HOMO-LUMO gap (eV): 9.814

=====

What should be chosen as the most stable of them? Choose *iii*.

=====

*i*
Formula: C6H15NO
Source: the OMol25 dataset
Level of theory: wB97M-V/def2-TZVPD

Geometry as XYZ:
```
23
Properties=species:S:1:pos:R:3:nbo_charge:R:1
C -0.9030 -1.6862 0.7018 -0.609
C -0.2270 -0.6269 -0.1742 -0.239
C -0.6009 0.7896 0.1811 -0.031
C -2.2822 0.9053 0.1213 -0.643
N -0.0906 1.7975 -0.7194 -0.838
C 1.4489 -0.8764 -0.0417 0.122
C 2.3659 0.0950 -0.7592 -0.636
O 1.8854 -1.0096 1.3074 -0.722
H -0.4315 -2.6664 0.5755 0.217
H -0.8465 -1.4187 1.7626 0.213
H -1.9567 -1.8048 0.4354 0.207
H -0.4678 -0.8127 -1.2272 0.196
H -0.3121 1.0357 1.2066 0.183
H -2.6001 1.8142 0.6433 0.201
H -2.6352 0.9858 -0.9123 0.197
H -2.8596 0.1078 0.5942 0.204
H -0.4175 2.7253 -0.4590 0.362
H -0.3999 1.6248 -1.6743 0.354
H 1.6164 -1.8659 -0.4844 0.168
H 3.4003 -0.2710 -0.7244 0.210
H 2.0695 0.2138 -1.8048 0.211
H 2.4026 1.0732 -0.2656 0.214
H 1.8414 -0.1293 1.7173 0.458
```

SMILES: C[C@@H]([C@H](C)N)[C@@H](C)O
Highest occupied orbital energy (eV): -8.89
HOMO-LUMO gap (eV): 9.900

=====

*ii*
Formula: C6H15NO
Source: the OMol25 dataset
Level of theory: wB97M-V/def2-TZVPD

Geometry as XYZ:
```
23
Properties=species:S:1:pos:R:3:nbo_charge:R:1
C -2.3293 1.1652 -1.7108 -0.634
C -1.4230 1.9553 -0.7714 -0.402
C 0.0890 1.6730 -1.0325 -0.388
C 0.4840 0.1679 -0.7776 -0.421
C 1.8630 0.2400 -0.4745 -0.295
C 2.3826 -0.4702 0.5104 0.035
N 3.7848 -0.5417 0.8366 -0.843
H -2.0678 1.5859 -2.7524 0.202
H -2.2192 0.0551 -1.8766 0.221
H -3.4228 1.3452 -1.3492 0.214
H -1.5104 3.1552 -0.6604 0.209
H -1.7246 1.6179 0.2187 0.191
H 0.6929 2.3526 -0.3753 0.197
H 0.4026 2.0566 -2.0107 0.195
H -0.2926 -0.1877 0.0123 0.214
H 0.2334 -0.2914 -1.7979 0.204
H 2.5036 0.7527 -1.0537 0.194
H 1.8980 -1.0628 1.1137 0.168
H 4.2527 0.3012 0.4471 0.356
H 4.2199 -0.6468 1.7838 0.383
O -3.0114 -5.0451 3.7460 -0.933
H -2.2388 -5.4460 3.3106 0.466
H -2.5665 -4.7320 4.6640 0.467
```

SMILES: CCCC/C=C/N.O
Highest occupied orbital energy (eV): -7.94
HOMO-LUMO gap (eV): 8.769

=====

What should be chosen as the most stable of them? Choose *i*.

=====

*i*
Formula: C3H3N3
Source: the OMol25 dataset
Level of theory: wB97M-V/def2-TZVPD

Geometry as XYZ:
```
9
Properties=species:S:1:pos:R:3:nbo_charge:R:1
C -0.4618 1.1479 -0.0510 0.239
N -1.4715 0.1774 -0.1171 -0.427
C -0.7565 -0.9626 -0.0301 0.284
N 0.5170 -1.1462 -0.0447 -0.521
C 1.2974 -0.2068 -0.0702 0.309
N 0.8669 1.1508 0.0037 -0.459
H -0.8093 2.1799 0.1119 0.182
H -1.6077 -1.6987 0.2930 0.191
H 2.4255 -0.6417 -0.0956 0.202
```

SMILES: c1ncncn1
Highest occupied orbital energy (eV): -10.14
HOMO-LUMO gap (eV): 10.224

=====

*ii*
Formula: C3H3N3
Source: the OMol25 dataset
Level of theory: wB97M-V/def2-TZVPD

Geometry as XYZ:
```
9
Properties=species:S:1:pos:R:3:nbo_charge:R:1
N -0.1231 1.3711 2.2260 -0.261
C 0.0392 0.6324 1.3533 0.267
C 0.2537 -0.2399 0.1807 -0.230
N 0.7179 0.5895 -0.9127 -0.778
C -0.9762 -1.0411 -0.0776 0.244
N -1.9054 -1.6865 -0.3161 -0.269
H 1.0442 -0.9571 0.4339 0.271
H 0.9213 0.0365 -1.7375 0.378
H 0.0284 1.2951 -1.1499 0.377
```

SMILES: N#CC(N)C#N
Highest occupied orbital energy (eV): -11.27
HOMO-LUMO gap (eV): 11.632

=====

What should be chosen as the most stable of them? Choose *ii*.

=====

*i*
Formula: C3H3N3
Source: the OMol25 dataset
Level of theory: wB97M-V/def2-TZVPD

Geometry as XYZ:
```
9
Properties=species:S:1:pos:R:3:nbo_charge:R:1
C -0.4941 -0.1184 0.6800 -0.272
C -0.9119 0.6406 -0.4082 0.033
N -0.0758 0.8830 -1.4109 -0.214
N 1.1128 0.4609 -1.2535 -0.014
N 1.5359 -0.4444 -0.4739 -0.213
C 0.7480 -0.7287 0.5554 0.032
H -1.1220 -0.2821 1.5399 0.229
H -1.9094 1.0391 -0.4956 0.209
H 1.1163 -1.4500 1.2668 0.209
```

SMILES: c1cnnnc1
Highest occupied orbital energy (eV): -9.06
HOMO-LUMO gap (eV): 9.359

=====

*ii*
Formula: C3H3N3
Source: the OMol25 dataset
Level of theory: wB97M-V/def2-TZVPD

Geometry as XYZ:
```
9
Properties=species:S:1:pos:R:3:nbo_charge:R:1
C 0.5634 -0.8512 1.4699 -0.319
C -0.0949 -0.2520 0.5787 -0.153
C -1.0397 0.0768 -0.1836 0.309
N -1.5653 0.7569 -1.0726 -0.593
H 0.1168 -1.4738 2.2396 0.201
H 1.5482 -0.6865 1.7325 0.201
H -2.5543 0.5577 -1.0997 0.357
N 1.4136 1.4526 -1.9928 0.009
N 1.6121 0.4195 -1.6720 -0.011
```

SMILES: C=C=C=N.N#N
Highest occupied orbital energy (eV): -9.07
HOMO-LUMO gap (eV): 9.112

=====

*iii*
Formula: C3H3N3
Source: the OMol25 dataset
Level of theory: wB97M-V/def2-TZVPD

Geometry as XYZ:
```
9
Properties=species:S:1:pos:R:3:nbo_charge:R:1
C 0.9541 0.7580 -1.2212 -0.376
C 0.6666 -0.3809 -0.6621 -0.143
C 0.7396 -1.6734 -0.8254 0.305
N 0.5040 -2.8059 -0.4532 -0.551
H 1.6168 0.7448 -2.2087 0.225
H 0.7790 1.6053 -0.5717 0.231
H 1.0141 -3.4049 -1.1481 0.365
N 2.2455 -0.6821 -2.9202 -0.023
N 2.0134 -1.6303 -2.4045 -0.033
```

SMILES: C=C=C=N.N#N
Highest occupied orbital energy (eV): -9.11
HOMO-LUMO gap (eV): 9.033

=====

What should be chosen as the most stable of them? Choose *ii*.

=====

*i*
Formula: C3H3N3
Source: the OMol25 dataset
Level of theory: wB97M-V/def2-TZVPD

Geometry as XYZ:
```
9
Properties=species:S:1:pos:R:3:nbo_charge:R:1
N -0.7931 1.4309 -2.2701 -0.258
C -0.4032 0.7120 -1.4488 0.264
C -0.1121 -0.2042 -0.3082 -0.189
N -0.4880 0.4545 0.9136 -0.782
C 1.1963 -0.9941 0.0506 0.237
N 1.6055 -1.6645 0.9129 -0.305
H -0.7248 -1.0888 -0.4879 0.261
H -0.0661 -0.0755 1.6655 0.387
H -0.2145 1.4298 0.9724 0.383
```

SMILES: N#CC(N)C#N
Highest occupied orbital energy (eV): -10.90
HOMO-LUMO gap (eV): 10.895

=====

*ii*
Formula: C3H3N3
Source: the OMol25 dataset
Level of theory: wB97M-V/def2-TZVPD

Geometry as XYZ:
```
9
Properties=species:S:1:pos:R:3:nbo_charge:R:1
C 0.0398 0.9624 0.3216 -0.202
C 0.9899 0.1570 -0.2279 -0.002
N 1.0450 -1.1176 0.4164 -0.203
N -0.0256 -1.7106 0.6867 0.025
N -1.1093 -1.2153 0.0833 -0.313
C -0.9922 0.0822 -0.1510 0.001
H 0.0150 1.9628 0.7646 0.243
H 1.7100 0.3840 -1.0059 0.220
H -1.6726 0.4951 -0.8878 0.232
```

Highest occupied orbital energy (spin up / spin down) (eV): -9.83 / -9.83
HOMO-LUMO gap (spin up / spin down) (eV): 9.116 / 9.116

=====

What should be chosen as the most stable of them? Choose *i*.